Record 1
C37H30BrCl2N4O3S2Sn | ωB97M-V/def2-TZVPD

LUMO: -3.11 eV
HOMO: -10.54 eV
energy relative to the best compared isomer or geometry (same formula, charge and spin): 0.686 eV
charge: +1

Atoms and positions in Å:
Sn1 -0.1042 -0.0602 0.0566
Cl1 0.0184 0.8292 2.9821
C1 -1.6497 1.3031 3.1488
C2 -2.1701 1.3210 4.4308
C3 -3.4866 1.7002 4.6248
C4 -4.2664 2.0521 3.5364
C5 -3.7314 2.0112 2.2609
Cl2 -4.7545 2.4542 0.9367
C6 -2.4031 1.6302 2.0176
S1 -1.8409 1.6661 0.3511
H1 -1.5398 1.0416 5.2633
H2 -3.9021 1.7265 5.6226
H3 -5.2951 2.3588 3.6625
C7 5.2805 -2.8080 -1.4692
C8 5.2678 -2.4259 0.0035
N1 4.4632 -1.2265 0.2981
C9 5.1843 0.0399 0.4743
C10 5.4432 0.7531 -0.8442
C11 3.1397 -1.3374 0.3659
S2 2.2596 0.1237 0.7830
N2 2.6308 -2.5507 0.1995
C12 1.4132 -2.8049 -0.2304
O1 0.6074 -1.9463 -0.7187
C13 0.9755 -4.2187 -0.2182
C14 -0.3593 -4.5246 -0.4688
C15 -0.7829 -5.8421 -0.4692
C16 0.1299 -6.8612 -0.2314
C17 1.4648 -6.5623 0.0107
C18 1.8891 -5.2445 0.0182
H4 5.8669 -3.7176 -1.6016
H5 5.7259 -2.0289 -2.0867
H6 4.2687 -3.0013 -1.8236
H7 6.2755 -2.2133 0.3572
H8 4.8632 -3.2439 0.5962
H9 6.1178 -0.1962 0.9838
H10 4.6163 0.6825 1.1403
H11 6.0655 0.1570 -1.5101
H12 5.9577 1.6959 -0.6577
H13 4.5000 0.9695 -1.3492
H14 -1.0568 -3.7260 -0.6763
H15 -1.8223 -6.0738 -0.6630
H16 -0.1975 -7.8928 -0.2437
H17 2.1740 -7.3589 0.1925
H18 2.9250 -4.9983 0.2053
C19 -0.2363 -0.3259 -4.3714
C20 -0.2876 -0.4746 -2.9869
N3 0.0973 0.4765 -2.1455
C21 0.5650 1.6549 -2.6430
C22 0.6263 1.8830 -4.0253
C23 0.2173 0.8554 -4.8909
C24 1.0856 3.1451 -4.5317
C25 1.4618 4.1313 -3.6964
C26 1.4299 3.9307 -2.2779
C27 1.8205 4.9268 -1.3667
C28 1.7725 4.6681 -0.0222
C29 1.3407 3.4058 0.4031
N4 0.9762 2.4582 -0.4318
C30 1.0029 2.7028 -1.7493
H19 -0.5636 -1.1392 -5.0023
H20 -0.6570 -1.3878 -2.5426
H21 0.2625 1.0131 -5.9614
H22 1.1098 3.2852 -5.6047
H23 1.7940 5.0883 -4.0782
H24 2.1500 5.8889 -1.7390
H25 2.0587 5.4130 0.7068
H26 1.2884 3.1663 1.4598
Br1 -3.6456 -3.4855 -1.8544
C31 -4.1399 -3.1132 -0.0653
C32 -5.3054 -3.7088 0.3923
C33 -5.7257 -3.5003 1.6960
C34 -4.9779 -2.7098 2.5568
C35 -3.8049 -2.1359 2.1058
C36 -3.3749 -2.3194 0.7900
C37 -2.1292 -1.6237 0.3964
O2 -1.2643 -1.3674 1.3133
O3 -1.9073 -1.2035 -0.7654
H27 -5.8804 -4.3334 -0.2765
H28 -6.6422 -3.9633 2.0371
H29 -5.3047 -2.5466 3.5745
H30 -3.2012 -1.5228 2.7621

Results of the Löwdin charge analysis, in e, for atoms 1 through 5: 0.9252, 0.7142, -0.6279, -0.1054, -0.0680

---

Record 2
C4H9N | ωB97M-V/def2-TZVPD

SMILES string: C/C=C/CN
LUMO: 1.20 eV
HOMO: -9.14 eV
energy relative to the best compared isomer or geometry (same formula, charge and spin): 0.977 eV
charge: 0

Atoms and positions in Å:
C1 -2.2773 -0.2477 0.0516
C2 -0.9705 0.4415 0.1941
C3 0.1313 -0.0136 -0.3898
C4 1.4743 0.5705 -0.2394
N1 2.4668 -0.4144 0.2446
H1 -2.2384 -1.0872 -0.6589
H2 -2.6274 -0.7225 0.9669
H3 -3.0296 0.4571 -0.3461
H4 -0.8210 1.3436 0.8145
H5 0.1031 -0.9228 -1.0529
H6 1.8409 1.1065 -1.1794
H7 1.4997 1.3895 0.5521
H8 2.3713 -1.3846 -0.2250
H9 2.0767 -0.5160 1.2677

Results of the natural (NBO) charge analysis, in e, for atoms 1 through 5: -0.6420, -0.1875, -0.2062, -0.2601, -0.8204

---

Record 3
C30H53CoNP2 | ωB97M-V/def2-TZVPD

LUMO (alpha / beta): -3.39 / -5.15 eV
expectation value of S²: 6.059
multiplicity: 5
HOMO (alpha / beta): -10.32 / -10.39 eV
charge: +1

Atoms and positions in Å:
Co1 -0.8557 0.0269 -2.6396
C1 -1.7362 1.2702 -0.5822
C2 -2.3697 0.4173 -1.6198
C3 -2.0886 -0.7996 0.3685
C4 -1.6257 0.5290 0.6020
C5 -2.4953 -0.9265 -0.9633
C6 -1.7748 2.7484 -0.6191
H1 -1.7345 3.1209 -1.6507
H2 -0.9295 3.1822 -0.0679
H3 -2.7050 3.1347 -0.1595
C7 -1.3186 1.0758 1.9588
H4 -1.1161 2.1550 1.9366
H5 -0.4443 0.5983 2.4330
H6 -2.1640 0.9241 2.6545
C8 -2.3523 -1.7932 1.4528
H7 -3.4022 -1.7515 1.7891
H8 -1.7434 -1.6120 2.3470
H9 -2.1646 -2.8253 1.1301
C9 -3.3596 -2.0291 -1.4578
H10 -4.3969 -1.9798 -1.0697
H11 -2.9513 -3.0002 -1.1385
H12 -3.4200 -2.0191 -2.5562
C10 -3.4082 0.9669 -2.5645
H13 -4.3134 1.2335 -1.9939
H14 -3.7026 0.2259 -3.3220
H15 -3.0524 1.8831 -3.0618
C11 0.8959 0.5214 -2.7567
C12 -0.0099 1.5511 -3.2575
C13 -0.3093 1.6484 -4.7353
C14 -1.1567 0.4692 -5.2956
C15 -1.4678 -0.6103 -4.2775
C16 -0.4060 -1.4179 -3.7183
C17 0.9680 -1.3825 -4.3707
C18 1.7701 -0.2062 -3.7650
H16 0.5931 1.7496 -5.3587
H17 -0.6573 0.0786 -6.1966
H18 -0.8994 2.5687 -4.8651
H19 2.0829 0.4551 -4.5895
H20 1.3258 0.6323 -1.7523
H21 0.0236 2.5219 -2.7270
H22 2.6942 -0.5728 -3.2976
H23 1.5122 -2.3269 -4.2200
H24 -0.6336 -2.3622 -3.1907
H25 0.9013 -1.2350 -5.4579
H26 -2.1218 0.8840 -5.6175
H27 -2.4699 -1.0520 -4.3636
P1 2.1204 1.9028 0.9633
C19 1.9722 2.6297 2.6556
H28 2.9395 3.0697 2.9343
H29 1.6864 1.8540 3.3915
H30 1.1890 3.4019 2.6383
C20 3.8980 1.4185 0.8846
H31 4.5070 2.1782 1.3920
H32 4.2126 1.3300 -0.1670
H33 4.0429 0.4393 1.3644
C21 2.1372 3.4294 -0.0718
H34 2.1092 3.1456 -1.1349
H35 3.0462 4.0159 0.1225
H36 1.2478 4.0427 0.1354
P2 1.1380 -2.3645 -0.8185
C22 0.1172 -3.8854 -0.6919
H37 0.7543 -4.7818 -0.6590
H38 -0.5082 -3.9251 -1.5979
H39 -0.5509 -3.8709 0.1819
C23 2.7699 -3.0088 -1.3283
H40 2.7560 -3.1011 -2.4263
H41 2.9637 -3.9907 -0.8780
H42 3.5668 -2.3031 -1.0508
C24 1.3249 -1.8722 0.9414
H43 1.5847 -2.7011 1.6174
H44 0.3750 -1.4307 1.2817
H45 2.0935 -1.0888 1.0199
C25 -0.8748 -0.6508 5.0842
C26 0.5488 -0.8709 4.7773
C27 1.2334 -2.1283 4.9208
C28 2.5939 -1.8584 4.7269
C29 2.6925 -0.4444 4.4859
C30 3.9434 0.3286 4.4274
N1 1.4432 0.1062 4.4526
H46 -1.0344 -0.6515 6.1764
H47 -1.2345 0.3086 4.6884
H48 -1.4881 -1.4694 4.6733
H49 0.7420 -3.0623 5.1685
H50 3.4497 -2.5226 4.7706
H51 4.0354 0.9991 5.2966
H52 4.7966 -0.3601 4.4448
H53 4.0168 0.9455 3.5197

Results of the Löwdin charge analysis, in e, for atoms 1 through 5: 0.5647, -0.1970, -0.3260, -0.1978, -0.1515

---

Record 4
C4H10N2OS | ωB97M-V/def2-TZVPD

LUMO: 0.78 eV
HOMO: -9.34 eV
energy relative to the best compared isomer or geometry (same formula, charge and spin): 3.184 eV
charge: 0

Atoms and positions in Å:
C1 -0.6714 0.3393 -0.7896
C2 0.0167 0.9899 0.3407
C3 -0.6033 2.2050 0.8105
C4 1.1695 0.5879 0.8051
N1 0.0086 -0.5465 -1.7065
N2 -0.0808 -2.2093 0.3856
O1 0.6801 -3.0050 -1.9389
S1 -0.3667 -2.2740 -1.3197
H1 -1.5778 -0.1705 -0.3581
H2 -1.2444 1.1294 -1.3370
H3 -0.0987 2.4015 1.8081
H4 -1.7538 2.1173 1.0647
H5 -0.2457 2.9534 0.0729
H6 1.6594 1.1179 1.6160
H7 1.7745 -0.1875 0.2472
H8 0.8773 -2.1703 0.6798
H9 1.0527 -0.5153 -1.4427
H10 -0.5962 -2.7632 1.0620

Results of the natural (NBO) charge analysis, in e, for atoms 1 through 5: -0.2881, 0.0009, -0.6429, -0.4214, -0.7767

---

Q: Which strongest force on any atom values were calculated for the entries above? A: 0.0074 0.0562 0.0970 0.0703, in Eh/bohr.